Record 1
This record from the OMol25 dataset describes a molecular structure, C18H50AlIO15PS5. The level of theory is the ωB97M-V functional and the def2-TZVPD basis.

The geometry in XYZ format:
```
91
Properties=species:S:1:pos:R:3:forces:R:3:lowdin_charge:R:1
C 0.11225 -4.71949 -0.86109 0.1 0.0 -0.1 -0.28
Al -1.14280 -3.35658 -1.53777 0.0 0.1 -0.2 -0.27
I -3.16786 -3.28958 0.17682 -0.1 0.1 0.0 0.13
P -0.16215 -1.19186 -1.36335 0.0 0.2 0.4 0.63
C -0.98411 -0.22052 -2.72073 0.1 0.0 0.1 -0.41
C 1.57135 -1.38877 -2.03658 0.0 -0.2 -0.2 -0.39
H -0.35094 -5.31883 -0.07709 0.1 -0.1 0.0 -0.05
H 0.43464 -5.40614 -1.65011 0.0 0.0 0.0 0.01
H 1.01096 -4.25109 -0.44834 0.0 0.0 0.0 -0.01
H -1.78732 -3.61124 -2.99018 0.0 0.0 0.0 -0.12
H -1.31541 -0.81777 -3.57261 0.0 0.0 0.0 0.01
H -0.27227 0.52940 -3.06381 -0.1 0.1 -0.1 -0.02
H -1.84424 0.29210 -2.28773 0.0 0.0 -0.1 0.02
H 1.62880 -1.06113 -3.07792 0.0 0.0 0.0 0.02
H 1.89880 -2.43036 -2.00022 0.0 0.0 0.0 0.00
H 2.28341 -0.80172 -1.45287 0.0 0.0 0.0 0.00
O 5.64738 -4.09529 -0.15845 0.1 0.1 0.0 -0.29
S 5.08237 -5.28682 -0.71984 0.1 0.0 0.1 0.55
O 3.90828 -5.17200 -1.52534 0.0 -0.1 0.0 -0.27
O 4.87550 -6.35329 0.43279 -0.3 0.1 0.0 -0.27
C 3.93162 -5.95221 1.49351 0.1 0.0 0.0 -0.22
C 2.50992 -6.32515 1.16070 0.1 -0.2 -0.2 -0.07
C 6.32585 -6.15548 -1.60802 0.0 0.0 0.0 -0.13
H 4.06783 -4.88230 1.65240 -0.1 0.0 0.0 0.11
H 4.29725 -6.47649 2.37360 0.0 0.0 0.0 0.12
H 2.16142 -5.80792 0.27348 0.0 0.0 0.0 0.03
H 1.84990 -6.06793 1.98959 0.1 0.0 0.1 0.08
H 2.42650 -7.39815 0.98409 0.0 0.0 0.1 0.09
H 7.20570 -6.24776 -0.97831 0.0 0.0 0.0 0.07
H 6.53837 -5.55503 -2.48998 0.0 0.0 0.0 0.07
H 5.93174 -7.12718 -1.89299 0.0 0.0 0.0 0.07
O 0.82442 2.75773 -3.73689 -0.1 0.0 -0.1 -0.27
S 0.88168 3.44113 -2.48234 0.0 -0.1 0.0 0.56
O -0.32859 3.94386 -1.90161 -0.1 0.0 0.1 -0.29
O 1.92601 4.62789 -2.61192 0.0 0.1 0.1 -0.26
C 1.77936 5.50784 -3.76454 0.1 -0.1 0.0 -0.24
C 0.64422 6.49184 -3.60696 0.0 0.0 0.0 -0.07
C 1.72014 2.46091 -1.29571 0.1 0.0 0.0 -0.12
H 1.66392 4.88294 -4.65010 0.0 0.0 0.0 0.11
H 2.74542 6.00553 -3.81439 0.0 0.0 0.0 0.12
H -0.32636 6.00123 -3.61843 0.0 0.0 0.0 0.07
H 0.67293 7.20180 -4.43473 0.0 0.0 0.0 0.09
H 0.73707 7.04800 -2.67411 0.0 0.0 0.0 0.09
H 2.65360 2.11062 -1.72751 0.0 0.0 0.0 0.08
H 1.06240 1.61729 -1.06674 0.0 0.0 0.0 0.05
H 1.90213 3.06960 -0.41302 0.0 0.0 0.0 0.07
O -0.98733 -8.21476 0.61323 0.0 -0.1 -0.1 -0.28
S -1.24070 -7.84480 1.97221 0.0 0.1 0.0 0.56
O -0.15566 -7.91403 2.90790 0.0 0.0 0.1 -0.29
O -2.44810 -8.73589 2.51288 0.0 -0.1 0.1 -0.27
C -2.38691 -10.15459 2.22275 -0.1 0.1 -0.1 -0.26
C -1.41669 -10.88967 3.11976 0.0 0.0 0.0 -0.08
C -2.01845 -6.27723 2.06726 0.0 -0.1 0.0 -0.17
H -2.13977 -10.27403 1.16780 0.0 0.0 0.0 0.11
H -3.41146 -10.48666 2.37885 0.0 0.0 0.0 0.12
H -0.38900 -10.59117 2.92241 0.0 0.0 0.0 0.07
H -1.51388 -11.96169 2.93832 0.0 0.0 0.0 0.08
H -1.63809 -10.69036 4.16817 0.0 0.0 0.0 0.08
H -2.84733 -6.24776 1.36542 0.0 0.0 0.0 0.04
H -1.26731 -5.54616 1.77646 -0.1 0.0 0.0 0.04
H -2.34368 -6.11339 3.09076 0.0 0.0 0.0 0.08
O -2.44708 7.97281 -2.88511 0.1 0.0 0.0 -0.29
S -3.29698 7.36384 -1.89984 0.0 0.1 -0.1 0.57
O -4.67582 7.17275 -2.23392 -0.1 0.0 0.0 -0.28
O -3.18335 8.20143 -0.55564 -0.1 0.1 0.1 -0.26
C -3.32465 9.64001 -0.65936 0.1 -0.1 0.0 -0.25
C -4.76591 10.07265 -0.80760 0.0 0.0 0.0 -0.07
C -2.59448 5.87577 -1.31563 0.0 -0.1 0.0 -0.13
H -2.70612 9.98404 -1.48882 0.0 0.0 0.0 0.11
H -2.89033 10.00053 0.27087 0.0 0.0 0.0 0.12
H -5.18165 9.75337 -1.76113 0.0 0.0 0.0 0.07
H -4.81386 11.16133 -0.74709 0.0 0.0 0.0 0.08
H -5.37444 9.65049 -0.00815 0.0 0.0 0.0 0.08
H -1.55707 6.05163 -1.04998 0.0 0.0 0.0 0.06
H -2.65721 5.15529 -2.12809 0.0 0.0 0.0 0.08
H -3.16346 5.53674 -0.45375 0.0 0.0 0.0 0.08
O -1.18271 5.47384 1.94598 0.0 0.0 -0.1 -0.29
S -1.09436 4.24556 2.68259 0.0 0.1 0.0 0.56
O -2.10732 3.96627 3.65265 0.0 -0.1 0.1 -0.27
O 0.33850 4.18033 3.36814 0.0 0.0 0.1 -0.27
C 0.75838 5.34508 4.12630 0.0 0.0 -0.1 -0.25
C 0.10613 5.41716 5.48814 0.0 0.0 0.0 -0.07
C -0.88697 2.88132 1.60627 0.0 -0.1 -0.1 -0.11
H 0.55529 6.23173 3.52516 0.0 0.0 0.0 0.11
H 1.83611 5.21703 4.20243 0.0 0.0 0.0 0.12
H -0.96415 5.59619 5.40914 0.0 0.0 0.0 0.07
H 0.56070 6.23411 6.05115 0.0 0.0 0.0 0.08
H 0.26029 4.48727 6.03499 0.0 0.0 0.0 0.08
H -0.09714 3.11654 0.90020 0.0 0.0 0.0 0.05
H -1.83064 2.73445 1.08468 0.0 0.0 0.0 0.09
H -0.64644 2.00100 2.19659 0.0 0.0 0.0 0.09
```
Positions in Å, forces in eV/Å.

Properties
Net charge   -1
F_max   0.0096 Eh/bohr
Energy relative to the best compared isomer or geometry (same formula, charge and spin)   0.0 kcal/mol
Frontier orbital gap   6.25 eV
Total energy   -128354.27319 eV
Lowest unoccupied orbital energy   2.05 eV


Record 2
This record from the OMol25 dataset describes a molecular structure, C18H50AsF6O7 in a non-equilibrium geometry. The level of theory is the ωB97M-V functional and the def2-TZVPD basis.

The geometry in XYZ format:
```
82
Properties=species:S:1:pos:R:3:forces:R:3:lowdin_charge:R:1
As -0.33598 0.03547 0.69188 0.3 -1.0 0.5 0.71
F -1.58787 -0.81680 1.52228 -0.5 0.1 0.1 -0.25
F -0.10051 1.00422 2.11438 -0.1 0.5 0.0 -0.25
F 1.03542 0.73416 -0.10611 0.1 0.5 -0.1 -0.24
F -0.61011 -0.99607 -0.66043 0.2 -0.1 -0.2 -0.23
F -1.38972 1.20587 0.03092 -0.3 0.4 0.0 -0.22
F 0.79213 -1.10376 1.42232 0.1 -0.2 -0.2 -0.26
O 2.63058 1.52726 2.30918 0.3 0.2 0.1 -0.08
H 1.88193 1.27624 2.85974 0.0 -0.1 -0.1 0.01
H 2.23026 1.64397 1.44077 0.0 -0.1 0.0 -0.01
C 3.80488 -0.55856 -4.30768 0.2 -0.3 -0.6 -0.06
C 2.95935 0.68050 -4.40397 -0.4 1.2 0.4 -0.49
C 2.66308 1.29250 -3.05070 0.1 -1.1 1.6 -0.07
O 3.60379 1.64229 -5.25984 0.2 -0.2 -0.1 -0.06
H 4.00109 -0.91055 -5.32593 -0.2 -0.2 0.1 0.08
H 3.27807 -1.33212 -3.74998 0.0 -0.1 0.0 0.07
H 4.79570 -0.39726 -3.87794 -0.2 0.3 0.3 0.08
H 1.97911 0.43806 -4.83194 0.1 -0.2 -0.2 0.13
H 2.03869 2.18381 -2.97920 0.0 0.1 -0.6 0.07
H 3.55050 1.43406 -2.42134 0.3 0.3 -0.5 0.08
H 2.14482 0.54078 -2.43715 -0.3 0.1 -0.3 0.07
H 3.34699 2.51804 -4.95780 0.0 -0.1 0.0 0.07
C -0.32330 4.29087 -0.55286 0.1 0.2 -0.3 -0.06
C -0.20412 4.65868 0.90442 0.3 0.7 0.0 -0.48
C 1.19035 5.17931 1.24202 -0.2 0.3 -0.4 -0.06
O -1.16356 5.71330 1.12693 0.0 -0.3 0.2 -0.07
H -1.27715 3.81207 -0.76279 0.2 -0.4 0.0 0.07
H 0.54270 3.68857 -0.83040 -0.4 -0.4 -0.1 0.07
H -0.29350 5.17376 -1.19927 0.1 0.2 0.3 0.08
H -0.39901 3.79535 1.54816 -0.3 0.0 -0.1 0.13
H 1.29622 5.36224 2.31226 0.1 -0.2 0.0 0.08
H 1.32983 6.13800 0.73229 0.0 0.0 0.0 0.08
H 1.95216 4.49273 0.87520 0.1 -0.1 0.3 0.07
H -0.99224 6.08351 1.99730 -0.1 0.0 0.1 0.07
C -0.83191 -0.76105 5.31749 1.1 0.3 0.6 -0.07
C -2.15025 -1.49279 5.44870 0.7 -0.5 -0.2 -0.48
C -3.20030 -1.05968 4.44396 -0.3 -0.5 0.5 -0.06
O -1.91021 -2.91273 5.30437 -0.1 0.3 0.0 -0.07
H -0.12928 -1.14477 6.06779 -0.2 -0.2 0.0 0.08
H -0.86789 0.30526 5.55822 -0.4 0.0 -0.3 0.08
H -0.30457 -0.86940 4.36643 -0.5 0.0 -0.2 0.07
H -2.44553 -1.40745 6.49597 -0.5 0.2 -0.1 0.13
H -4.14957 -1.53386 4.70692 -0.1 0.2 0.0 0.08
H -2.93612 -1.46227 3.46596 0.2 0.4 -0.1 0.06
H -3.31206 0.02200 4.41550 0.0 0.0 -0.2 0.08
H -1.51213 -3.02021 4.43379 0.0 -0.1 -0.1 0.08
C 4.47022 -3.38711 -0.96774 0.2 -0.9 0.6 -0.06
C 3.80271 -2.44827 0.00014 -1.2 0.2 -0.4 -0.47
C 4.51439 -1.12339 0.10280 0.3 0.1 -0.1 -0.04
O 2.46040 -2.23056 -0.50055 0.5 -0.1 0.0 -0.09
H 3.94565 -4.34674 -0.96551 -0.2 0.2 -0.3 0.08
H 5.47068 -3.64716 -0.60789 0.1 0.3 -0.2 0.08
H 4.50290 -2.98369 -1.97708 0.0 0.1 0.0 0.08
H 3.64914 -2.91404 0.97876 0.5 -0.1 0.1 0.14
H 4.64451 -0.72303 -0.90634 -0.1 0.1 0.0 0.07
H 5.51430 -1.26221 0.52266 0.0 0.1 0.1 0.08
H 3.94928 -0.40576 0.69705 0.1 0.0 0.1 0.07
H 1.98659 -1.79147 0.21912 -0.4 0.1 -0.2 0.04
C -0.55123 -3.63847 -4.30316 -0.5 0.9 -0.7 -0.07
C 0.00711 -3.24145 -2.95992 0.2 -0.7 0.5 -0.49
C -0.55810 -4.10770 -1.81562 0.2 0.3 -0.3 -0.05
O 1.42871 -3.40436 -3.02938 -0.3 0.3 -0.1 -0.07
H -0.17877 -4.57899 -4.70384 0.1 -0.2 0.3 0.08
H -0.33850 -2.85535 -5.04179 0.3 -0.2 0.0 0.07
H -1.64532 -3.63810 -4.28273 0.0 -0.3 0.2 0.07
H -0.24843 -2.20138 -2.74130 0.1 0.1 -0.2 0.12
H 0.08037 -4.98440 -1.70304 -0.2 -0.1 -0.1 0.08
H -1.57894 -4.39929 -2.06426 0.0 -0.1 0.2 0.07
H -0.55804 -3.56089 -0.87337 0.0 0.0 0.0 0.06
H 1.78066 -2.99359 -2.22984 0.2 0.1 0.3 0.04
C -6.32262 0.89536 -0.45796 -0.7 -0.3 -0.1 -0.07
C -6.01422 1.37151 0.94335 0.5 0.6 -0.2 -0.49
C -4.59467 1.10199 1.39916 0.6 0.0 -0.3 -0.06
O -6.23334 2.79685 1.00700 -0.2 -0.2 0.1 -0.07
H -5.70798 1.32729 -1.24694 0.4 0.0 0.3 0.08
H -7.34792 1.17761 -0.71930 0.0 -0.1 0.1 0.07
H -6.27551 -0.19677 -0.48124 0.1 0.0 -0.2 0.08
H -6.71710 0.91370 1.64386 -0.1 0.0 0.0 0.13
H -3.86378 1.60338 0.75175 -0.2 0.3 0.0 0.08
H -4.23985 0.07111 1.33620 -0.5 -0.1 0.3 0.08
H -4.47691 1.49366 2.41037 0.2 -0.2 0.1 0.08
H -5.37714 3.21814 1.12680 0.0 0.0 0.0 0.07
```
Positions in Å, forces in eV/Å.

Properties
Net charge   -1
F_max   0.0378 Eh/bohr
Energy relative to the best compared isomer or geometry (same formula, charge and spin)   0.0 kcal/mol
Frontier orbital gap   9.90 eV
Total energy   -110959.82241 eV
Lowest unoccupied orbital energy   2.61 eV


- Among the records above, which one has the highest lowest unoccupied orbital energy?
  C18H50AsF6O7


- What is the formula in the first record?
  C18H50AlIO15PS5


- Which of these has the lowest total energy?
  C18H50AlIO15PS5


- Among the records above, which one has the highest total energy?
  C18H50AsF6O7